[1]
# C4H8N2O2

A 3-piece molecular cluster, C4H8N2O2 overall at a distorted geometry (ωB97M-V/def2-TZVPD, the Open Molecules 2025 dataset).

## Properties
Spin multiplicity: 1
E_LUMO (spin up / spin down) (eV): -0.107 / 0.268
Electronic energy (Eh): -417.0386
Energy above the lowest of the compared OMol25 structures with the same formula, charge and spin (eV): 5.916

Cartesian coordinates (Å):
C1 -2.566 0.119 -0.324
C2 0.571 -1.544 0.524
N1 -1.574 0.275 0.710
C3 2.602 0.624 -0.358
C4 0.348 -0.127 0.236
O1 2.926 1.832 -0.823
N2 0.526 0.983 -0.164
O2 3.380 -0.256 -0.160
H1 2.120 2.367 -0.732
H2 -1.603 1.224 1.083
H3 -2.577 -0.917 -0.676
H4 -2.425 0.779 -1.191
H5 -3.573 0.341 0.065
H6 1.514 -1.887 0.098
H7 0.573 -1.676 1.607
H8 -0.243 -2.136 0.106

=====

[2]
# C4H8N2O2

C4H8N2O2 as an isolated structure at a distorted geometry (ωB97M-V/def2-TZVPD, the Open Molecules 2025 dataset).

## Properties
Spin multiplicity: 1
E_LUMO (eV): 0.587
Electronic energy (Eh): -417.0642
Energy above the lowest of the compared OMol25 structures with the same formula, charge and spin (eV): 5.217

Cartesian coordinates (Å):
C1 -1.031 -1.629 0.676
C2 -0.176 0.510 -0.770
C3 0.651 0.474 0.589
C4 -0.595 -0.243 0.443
N1 -0.810 1.708 -1.223
N2 1.964 -0.053 0.725
O1 0.244 -0.332 -1.819
O2 -0.054 1.050 1.603
H1 -0.406 -0.255 -2.535
H2 -0.119 2.307 -1.669
H3 -1.175 2.220 -0.424
H4 2.172 -0.376 1.665
H5 2.711 0.600 0.512
H6 -1.195 -1.782 1.746
H7 -0.245 -2.326 0.362
H8 -1.937 -1.874 0.119

=====

[3]
# C4H8N2O2

The molecule C4H8N2O2 at a distorted geometry (ωB97M-V/def2-TZVPD, the Open Molecules 2025 dataset).

## Properties
Spin multiplicity: 1
E_LUMO (eV): 0.848
Electronic energy (Eh): -417.0621
Energy above the lowest of the compared OMol25 structures with the same formula, charge and spin (eV): 5.275

Cartesian coordinates (Å):
C1 1.173 2.270 0.800
C2 0.048 0.025 0.533
C3 -0.401 -2.350 -0.097
C4 -1.622 -1.418 -0.706
H1 0.400 3.074 0.544
H2 2.267 2.557 0.257
H3 1.179 2.078 1.874
H4 0.357 0.615 -1.747
H5 0.041 -2.985 -0.874
H6 -0.269 -2.497 1.044
H7 -2.493 -1.246 0.091
H8 -1.902 -1.503 -1.797
N1 0.674 1.110 0.059
N2 -0.207 -0.926 -0.494
O1 0.866 1.364 -1.250
O2 -0.110 -0.168 1.763

=====

[4]
# C4H8N2O2

The molecule C4H8N2O2 at a distorted geometry (ωB97M-V/def2-TZVPD, the Open Molecules 2025 dataset).

## Properties
Spin multiplicity: 1
E_LUMO (eV): 0.833
Electronic energy (Eh): -417.0195
Energy above the lowest of the compared OMol25 structures with the same formula, charge and spin (eV): 6.434

Cartesian coordinates (Å):
C1 -2.423 -0.033 -0.211
C2 -0.212 -0.328 0.588
C3 1.947 -0.935 -0.166
C4 1.299 0.298 0.501
H1 -2.888 0.654 -0.951
H2 -3.036 0.276 0.535
H3 -2.483 -1.033 -0.588
H4 -0.804 -0.495 1.627
H5 2.921 -1.133 -0.790
H6 1.884 0.640 1.482
H7 1.027 2.212 0.231
H8 1.361 1.572 -1.456
N1 1.115 -1.823 -0.411
N2 1.562 1.591 -0.277
O1 -1.110 0.349 -0.206
O2 -0.160 -1.814 0.091

=====

[5]
# C4H8N2O2

The molecule C4H8N2O2 at a distorted geometry (ωB97M-V/def2-TZVPD, the Open Molecules 2025 dataset).

## Properties
Spin multiplicity: 1
E_LUMO (eV): 0.804
Electronic energy (Eh): -417.0834
Energy above the lowest of the compared OMol25 structures with the same formula, charge and spin (eV): 4.695

Cartesian coordinates (Å):
C1 -1.201 1.253 -0.120
C2 0.114 1.158 0.081
C3 -1.879 -0.042 -0.071
C4 1.889 -0.451 -0.526
N1 -0.388 -1.105 -0.041
N2 0.635 -0.095 0.185
O1 -2.410 -0.270 -1.286
O2 -2.616 -0.326 1.105
H1 -1.710 2.078 -0.349
H2 0.875 2.023 0.051
H3 2.216 0.201 -1.266
H4 2.545 -0.271 0.302
H5 1.914 -1.420 -0.981
H6 -0.308 -1.520 0.873
H7 -2.705 -1.146 -1.393
H8 -2.911 0.479 1.482

=====

[6]
# C4H8N2O2

The molecule C4H8N2O2 at a distorted geometry (ωB97M-V/def2-TZVPD, the Open Molecules 2025 dataset).

## Properties
Spin multiplicity: 1
E_LUMO (eV): 0.139
Electronic energy (Eh): -417.0148
Energy above the lowest of the compared OMol25 structures with the same formula, charge and spin (eV): 6.562

Cartesian coordinates (Å):
C1 -0.356 -0.252 1.589
C2 -0.263 0.926 -0.325
C3 -0.117 0.833 -1.868
C4 1.049 1.044 -1.071
H1 0.040 -1.420 3.177
H2 -0.473 -2.356 1.470
H3 -0.895 -2.172 -0.375
H4 -0.296 1.871 0.082
H5 -0.234 -0.194 -2.352
H6 -0.292 1.713 -2.538
H7 2.006 0.355 -1.084
H8 1.502 2.132 -0.931
N1 -0.643 -1.539 2.200
N2 -0.685 -0.286 0.213
O1 -0.307 0.794 2.322
O2 -0.036 -1.448 -0.509